Formula: C7H6FI
Source: OMol25
Level of theory: wB97M-V/def2-TZVPD

orbital gap = 9.23 eV
HOMO = -8.61 eV
max |F| = 4.0 eV Å⁻¹
charge = 0
energy relative to the best compared isomer or geometry (same formula, charge and spin) = 0.000 eV

The geometry in XYZ format:
```
15
C7H6FI (wB97M-V/def2-TZVPD)
C 0.18 -1.69 -1.02
C -0.16 -0.33 -0.86
C 0.40 -2.88 -1.07
C 0.31 0.87 -1.28
C -0.26 1.70 -0.24
C -0.64 0.34 0.43
C -0.10 0.02 1.75
F 0.65 -4.11 -1.27
I 1.43 1.46 -2.95
H 0.52 2.30 0.19
H -1.11 2.21 -0.46
H -1.73 0.37 0.53
H -0.45 0.62 2.54
H 1.00 0.18 1.78
H -0.05 -1.06 1.94
```

natural (NBO) charges in e:
1. C -0.20
2. C -0.12
3. C 0.47
4. C -0.04
5. C -0.46
6. C -0.18
7. C -0.62
8. F -0.25
9. I 0.14
10. H 0.22
11. H 0.21
12. H 0.19
13. H 0.22
14. H 0.20
15. H 0.22



Formula: C7H6FN5
Source: OMol25
Level of theory: wB97M-V/def2-TZVPD

orbital gap (spin up / spin down) = 6.49 / 6.49 eV
HOMO (spin up / spin down) = -18.58 / -18.58 eV
SMILES string = Cc1ncnn1C1=[N+]=C=[NH+]C=C1F
max |F| = 4.4 eV Å⁻¹
charge = +2
energy relative to the best compared isomer or geometry (same formula, charge and spin) = 0.000 eV

The geometry in XYZ format:
```
19
C7H6FN5 (wB97M-V/def2-TZVPD)
C 2.77 1.51 0.08
C 2.01 0.28 0.06
N 2.72 -0.84 0.07
C 1.96 -1.92 0.03
N 0.76 -1.45 -0.03
N 0.67 -0.11 0.00
C -0.74 -0.01 0.00
N -1.21 -1.26 0.04
C -2.39 -1.78 0.03
N -3.36 -0.82 -0.03
C -3.05 0.50 -0.09
C -1.73 0.98 -0.07
F -1.44 2.25 -0.16
H 3.81 1.20 0.19
H 2.68 2.07 -0.85
H 2.50 2.18 0.90
H 2.24 -2.96 0.03
H -4.36 -1.06 -0.04
H -3.85 1.24 -0.16
```

natural (NBO) charges in e:
1. C -0.70
2. C 0.51
3. N -0.34
4. C 0.29
5. N -0.04
6. N -0.22
7. C 0.41
8. N -0.17
9. C 0.49
10. N -0.46
11. C 0.12
12. C 0.36
13. F -0.21
14. H 0.31
15. H 0.29
16. H 0.28
17. H 0.30
18. H 0.49
19. H 0.30



Formula: C7H6FeN2O4
Source: OMol25
Level of theory: wB97M-V/def2-TZVPD

orbital gap (spin up / spin down) = 8.46 / 6.89 eV
HOMO (spin up / spin down) = -21.19 / -24.00 eV
max |F| = 12.1 eV Å⁻¹
2S+1 = 6
charge = +3
energy relative to the best compared isomer or geometry (same formula, charge and spin) = 0.712 eV
<S²> = 8.80

The geometry in XYZ format:
```
20
C7H6FeN2O4 (wB97M-V/def2-TZVPD)
Fe -0.03 0.70 -0.86
C 0.07 2.25 0.03
O 0.06 3.27 0.57
C 0.08 1.48 -2.48
O 0.16 1.88 -3.57
C -1.83 1.07 -0.85
O -2.95 1.23 -1.02
C 1.75 0.91 -1.17
O 2.84 0.92 -1.53
H -0.04 -1.40 -2.22
H -0.07 -0.73 -2.58
N -0.51 -1.34 2.56
C 0.52 -2.09 2.02
C 0.79 -1.57 0.78
N 0.00 -0.43 0.63
C -0.76 -0.29 1.74
H -0.95 -1.47 3.47
H 0.88 -2.99 2.48
H 1.53 -1.85 0.05
H -1.53 0.45 1.96
```

natural (NBO) charges in e:
1. Fe 0.78
2. C 0.45
3. O -0.22
4. C 0.45
5. O -0.19
6. C 0.45
7. O -0.21
8. C 0.44
9. O -0.21
10. H 0.09
11. H -0.02
12. N -0.46
13. C 0.23
14. C 0.21
15. N -0.65
16. C 0.43
17. H 0.51
18. H 0.32
19. H 0.30
20. H 0.30



Formula: C7H6INO3S
Source: OMol25
Level of theory: wB97M-V/def2-TZVPD

orbital gap (spin up / spin down) = 6.78 / 8.60 eV
HOMO (spin up / spin down) = -8.45 / -9.70 eV
max |F| = 4.0 eV Å⁻¹
charge = 0

The geometry in XYZ format:
```
19
C7H6INO3S (wB97M-V/def2-TZVPD)
C -0.78 -0.79 -2.08
C -0.89 0.60 -2.30
C -0.33 -1.30 -0.87
C -0.18 1.39 -1.39
C 0.13 -0.48 0.13
C 0.28 0.81 -0.25
C 0.60 -1.07 1.51
N -0.41 -1.61 2.31
O 0.05 2.35 1.94
O 1.79 3.05 0.28
O 1.36 -0.02 2.13
S 1.06 1.96 1.01
I -2.08 -2.57 1.72
H -1.12 -1.53 -2.88
H -1.18 1.13 -3.17
H -0.38 -2.41 -0.88
H -0.01 2.45 -1.44
H 1.19 -1.97 1.26
H 0.90 0.03 2.96
```

natural (NBO) charges in e:
1. C -0.19
2. C -0.19
3. C -0.22
4. C -0.20
5. C -0.07
6. C -0.22
7. C 0.15
8. N -0.51
9. O -0.91
10. O -0.86
11. O -0.69
12. S 1.85
13. I 0.42
14. H 0.22
15. H 0.23
16. H 0.23
17. H 0.25
18. H 0.21
19. H 0.51



Formula: C7H6N2O2S2
Source: OMol25
Level of theory: wB97M-V/def2-TZVPD

orbital gap = 7.15 eV
HOMO = -8.25 eV
SMILES string = O=[N+]([O-])[C@]1(S)Nc2ccccc2S1
max |F| = 5.3 eV Å⁻¹
charge = 0
energy relative to the best compared isomer or geometry (same formula, charge and spin) = 3.766 eV

The geometry in XYZ format:
```
19
C7H6N2O2S2 (wB97M-V/def2-TZVPD)
O -2.69 2.38 -1.39
N -1.90 2.58 -0.50
O -1.96 3.50 0.31
C -0.82 1.68 -0.33
S 0.67 3.05 -1.19
N -0.77 0.50 -1.01
C -0.18 -0.54 -0.39
C 0.33 -1.77 -0.84
C 1.03 -2.63 0.02
C 1.14 -2.27 1.35
C 0.59 -1.16 1.83
C -0.04 -0.27 0.99
S -0.55 1.29 1.47
H 1.91 2.66 -0.86
H -0.90 0.34 -2.00
H 0.37 -1.89 -1.97
H 1.50 -3.49 -0.45
H 1.77 -2.93 2.10
H 0.50 -1.01 2.86
```

natural (NBO) charges in e:
1. O -0.34
2. N 0.45
3. O -0.35
4. C 0.17
5. S -0.24
6. N -0.60
7. C 0.14
8. C -0.23
9. C -0.21
10. C -0.21
11. C -0.22
12. C -0.24
13. S 0.43
14. H 0.14
15. H 0.44
16. H 0.22
17. H 0.23
18. H 0.22
19. H 0.22



Formula: C7H6N2O3S
Source: OMol25
Level of theory: wB97M-V/def2-TZVPD

orbital gap (spin up / spin down) = 6.11 / 7.23 eV
HOMO (spin up / spin down) = -5.82 / -8.61 eV
max |F| = 4.6 eV Å⁻¹
2S+1 = 3
charge = 0
<S²> = 2.02

The geometry in XYZ format:
```
19
C7H6N2O3S (wB97M-V/def2-TZVPD)
C 0.55 -2.43 -0.96
C -0.10 -1.45 -0.30
C 0.52 -1.12 -2.33
C 2.47 2.46 2.41
C -1.84 0.79 0.08
C -0.95 0.53 1.28
C -0.97 0.66 -1.16
N 0.93 -3.58 -0.84
N -0.26 -0.44 -1.25
O 1.96 3.43 2.03
O 0.82 -0.59 -3.32
O 2.93 1.48 2.77
S -0.54 -1.23 1.36
H -2.64 0.17 0.18
H -2.21 1.83 0.00
H -0.14 1.30 1.23
H -1.36 0.93 2.10
H -0.75 1.42 -1.91
H 1.58 -4.18 -1.37
```

natural (NBO) charges in e:
1. C 0.22
2. C -0.06
3. C 0.60
4. C 1.02
5. C -0.46
6. C -0.54
7. C 0.00
8. N -0.62
9. N -0.50
10. O -0.52
11. O -0.53
12. O -0.50
13. S 0.38
14. H 0.21
15. H 0.23
16. H 0.22
17. H 0.24
18. H 0.21
19. H 0.41



Formula: C7H6N2O6Pb
Source: OMol25
Level of theory: wB97M-V/def2-TZVPD

orbital gap = 5.70 eV
HOMO = -15.10 eV
max |F| = 12.0 eV Å⁻¹
charge = +2

The geometry in XYZ format:
```
22
C7H6N2O6Pb (wB97M-V/def2-TZVPD)
O 0.18 -0.02 -5.59
C 0.18 -0.02 -4.45
Pb 0.18 -0.03 -1.79
O -1.47 -2.79 -1.47
C -0.87 -1.79 -1.59
C 1.22 1.74 -1.59
O 1.82 2.75 -1.47
C -1.59 1.03 -1.59
O -2.59 1.62 -1.47
C 1.94 -1.07 -1.58
O 2.95 -1.67 -1.47
C 1.22 0.49 3.03
N -0.16 0.04 2.70
C -0.62 -0.15 1.50
N -1.89 -0.54 1.21
O 0.31 0.09 0.58
H 1.82 0.63 2.15
H 1.67 -0.27 3.66
H 1.15 1.42 3.58
H -0.78 -0.11 3.43
H -2.22 -0.67 0.27
H -2.46 -0.68 1.97
```

Mulliken charges in e:
1. O -0.08
2. C 0.19
3. Pb 2.32
4. O -0.15
5. C -0.08
6. C 0.02
7. O -0.14
8. C -0.07
9. O -0.16
10. C 0.00
11. O -0.14
12. C -0.78
13. N -0.21
14. C 0.92
15. N -0.24
16. O -0.71
17. H 0.27
18. H 0.32
19. H 0.32
20. H 0.15
21. H 0.05
22. H 0.20



Formula: C7H6N2P2
Source: OMol25
Level of theory: wB97M-V/def2-TZVPD

orbital gap = 8.38 eV
HOMO = -8.54 eV
SMILES string = c1ccc(-n2npcp2)cc1
max |F| = 5.0 eV Å⁻¹
charge = 0
energy relative to the best compared isomer or geometry (same formula, charge and spin) = 0.000 eV

The geometry in XYZ format:
```
17
C7H6N2P2 (wB97M-V/def2-TZVPD)
C -2.48 0.73 -0.98
C -1.30 1.49 -1.30
C -0.11 1.20 -0.71
C -0.09 0.06 0.05
N 1.14 -0.28 0.69
N 2.15 0.62 0.49
P 3.54 0.33 1.16
C 3.18 -1.36 1.61
P 1.53 -1.73 1.41
C -1.09 -0.90 0.02
C -2.37 -0.53 -0.35
H -3.37 1.23 -1.43
H -1.21 2.39 -1.91
H 0.73 1.78 -0.82
H 3.85 -2.04 1.96
H -0.97 -1.82 0.37
H -3.14 -1.17 -0.26
```

natural (NBO) charges in e:
1. C -0.22
2. C -0.19
3. C -0.23
4. C 0.16
5. N -0.48
6. N -0.67
7. P 0.92
8. C -1.08
9. P 0.87
10. C -0.23
11. C -0.19
12. H 0.22
13. H 0.22
14. H 0.24
15. H 0.23
16. H 0.21
17. H 0.21



Formula: C7H6NNiO7
Source: OMol25
Level of theory: wB97M-V/def2-TZVPD

orbital gap (spin up / spin down) = 7.07 / 7.47 eV
HOMO (spin up / spin down) = -11.72 / -12.16 eV
max |F| = 6.3 eV Å⁻¹
2S+1 = 3
charge = +1
energy relative to the best compared isomer or geometry (same formula, charge and spin) = 2.313 eV
<S²> = 2.01

The geometry in XYZ format:
```
22
C7H6NNiO7 (wB97M-V/def2-TZVPD)
O -0.36 4.87 -3.96
C -0.04 4.03 -3.25
Ni -0.49 -0.60 -0.71
O 0.72 1.13 1.77
C 0.12 0.53 0.99
C 0.04 -2.12 0.31
O -0.40 -3.19 0.55
C 1.39 -1.42 0.74
O 2.39 -1.18 0.12
C -2.22 -0.66 -0.03
O -3.17 -0.97 0.60
H -0.48 -0.28 -2.15
N -1.55 -2.10 4.12
C -0.19 -2.38 3.61
C 0.07 -1.37 2.58
O -0.82 -0.63 2.17
O 1.36 -1.33 2.14
H -1.61 -1.19 4.65
H -1.82 -2.83 4.79
H -2.24 -2.01 3.35
H 0.59 -2.26 4.37
H -0.13 -3.37 3.15
```

natural (NBO) charges in e:
1. O -0.49
2. C 0.49
3. Ni 0.82
4. O -0.45
5. C 0.43
6. C 0.16
7. O -0.53
8. C 0.61
9. O -0.43
10. C 0.48
11. O -0.48
12. H -0.38
13. N -0.67
14. C -0.36
15. C 0.84
16. O -0.56
17. O -0.49
18. H 0.46
19. H 0.46
20. H 0.48
21. H 0.28
22. H 0.31



Formula: C7H6NO
Source: OMol25
Level of theory: wB97M-V/def2-TZVPD

orbital gap (spin up / spin down) = 7.60 / 7.33 eV
HOMO (spin up / spin down) = -13.27 / -13.23 eV
max |F| = 4.5 eV Å⁻¹
charge = +1
energy relative to the best compared isomer or geometry (same formula, charge and spin) = 5.948 eV

The geometry in XYZ format:
```
15
C7H6NO (wB97M-V/def2-TZVPD)
C -0.93 0.80 0.61
C -0.26 1.85 0.53
C 0.78 -0.97 1.12
C 1.93 -0.20 0.90
C 3.15 0.18 -0.01
C -0.16 -0.65 0.08
C 1.81 0.44 -0.39
N 0.69 -0.20 -1.07
O 4.28 0.10 -0.16
H -2.00 0.70 0.63
H 0.32 2.72 0.32
H 0.70 -1.75 1.71
H -0.96 -1.32 -0.24
H 1.00 -1.08 -1.51
H 0.21 0.37 -1.93
```

natural (NBO) charges in e:
1. C -0.33
2. C 0.04
3. C -0.25
4. C -0.07
5. C 0.63
6. C -0.05
7. C -0.10
8. N -0.55
9. O -0.38
10. H 0.30
11. H 0.27
12. H 0.24
13. H 0.28
14. H 0.46
15. H 0.49